(1)
Here is one molecule with the formula C5H11N from OMol25. Energies are from the ωB97M-V functional and the def2-TZVPD basis.

Atoms and positions in Å:
C  -1.40  -0.64  0.74
C  -0.51  0.34  -0.02
C  -1.18  0.81  -1.32
N  0.76  -0.29  -0.40
C  1.99  0.38  0.00
C  1.58  -0.90  0.63
H  -1.49  -1.58  0.19
H  -0.98  -0.86  1.73
H  -2.40  -0.22  0.89
H  -0.33  1.22  0.62
H  -1.41  -0.06  -1.94
H  -0.51  1.46  -1.88
H  -2.11  1.35  -1.12
H  1.90  1.27  0.62
H  2.79  0.41  -0.74
H  2.05  -1.84  0.33
H  1.25  -0.87  1.66

Calculated values
* F_max: 0.29 eV Å⁻¹
* HOMO: -9.037 eV
* structure (SMILES): CC(C)N1CC1
* energy above the lowest of the compared OMol25 structures with the same formula, charge and spin: 118.0 kJ/mol
* spin multiplicity: 1

---

(2)
Here is C40H43CsN8O3S2Si as an isolated structure in a non-equilibrium geometry from OMol25. Energies are from the ωB97M-V functional and the def2-TZVPD basis.

Atoms and positions in Å:
Cs  -1.01  -1.55  -0.10
N  0.16  1.91  3.47
C  -0.12  1.11  2.46
N  -0.90  0.08  2.46
C  -1.52  -0.22  3.66
N  -2.40  -1.17  3.87
N  -2.88  -1.73  2.75
C  -3.98  -2.37  2.79
C  -4.51  -2.98  1.50
C  -5.74  -3.67  1.50
C  -6.41  -3.98  0.33
C  -5.75  -3.67  -0.83
C  -4.42  -3.17  -0.79
N  -3.83  -2.82  0.34
C  -1.17  0.57  4.86
C  -1.60  0.30  6.16
C  -1.35  1.06  7.29
C  -0.33  2.02  7.12
C  0.27  2.28  5.90
C  -0.26  1.59  4.72
H  0.93  2.57  3.29
H  0.48  1.44  1.59
H  -4.56  -2.49  3.71
H  -6.20  -3.88  2.43
H  -7.41  -4.40  0.42
H  -6.17  -3.87  -1.77
H  -3.94  -2.97  -1.77
H  -2.24  -0.52  6.39
H  -1.77  0.84  8.25
H  0.14  2.49  7.98
H  1.10  2.98  5.74
O  0.74  1.21  -0.61
C  0.90  2.38  -1.02
C  0.22  2.86  -2.26
C  0.48  4.12  -2.81
C  1.38  5.00  -2.18
C  2.13  4.50  -1.04
C  1.94  3.29  -0.45
C  2.84  2.95  0.69
N  2.69  1.94  1.45
N  3.70  1.72  2.39
C  3.30  0.76  3.21
O  2.22  0.19  3.33
C  4.33  0.20  4.20
C  5.47  -0.49  3.73
C  6.33  -1.13  4.68
C  6.08  -1.07  6.04
C  4.92  -0.44  6.47
C  4.05  0.22  5.55
H  -0.42  2.03  -2.65
H  -0.03  4.57  -3.68
H  1.56  5.92  -2.64
H  2.86  5.23  -0.62
H  3.79  3.49  0.92
H  5.65  -0.49  2.64
H  7.30  -1.61  4.40
H  6.68  -1.60  6.88
H  4.66  -0.55  7.57
H  3.10  0.67  5.82
C  -2.83  0.35  -7.46
Si  -2.61  -0.91  -5.98
C  -3.71  -2.40  -6.48
C  -0.73  -1.16  -5.99
C  -3.10  -0.04  -4.46
C  -3.72  1.23  -4.43
C  -4.04  1.82  -3.23
C  -3.82  0.95  -2.07
N  -3.23  -0.26  -2.07
C  -2.95  -0.81  -3.26
S  -2.38  -2.47  -3.33
H  -2.60  -0.08  -8.42
H  -2.03  1.17  -7.28
H  -3.80  0.79  -7.52
H  -4.77  -2.07  -6.36
H  -3.54  -3.29  -5.83
H  -3.61  -2.55  -7.60
H  -0.30  -0.94  -6.98
H  -0.47  -2.19  -5.59
H  -0.34  -0.36  -5.33
H  -3.79  1.71  -5.44
H  -4.62  2.73  -3.11
H  -4.03  1.31  -1.09
C  3.53  0.12  -3.53
C  2.26  -0.39  -2.79
S  2.55  -1.68  -1.57
O  3.33  -2.67  -2.37
C  3.71  -0.83  -0.49
C  4.25  -1.94  0.39
H  3.67  1.18  -3.37
H  3.48  -0.04  -4.63
H  4.41  -0.42  -3.26
H  1.62  -0.92  -3.46
H  1.66  0.45  -2.34
H  3.28  0.01  0.14
H  4.57  -0.40  -1.01
H  3.55  -2.14  1.16
H  5.18  -1.61  0.86
H  4.46  -2.88  -0.13

Calculated values
* F_max: 3.62 eV Å⁻¹
* HOMO: -1.650 eV
* charge: -2
* energy above the lowest of the compared OMol25 structures with the same formula, charge and spin: 169.5 kJ/mol
* spin multiplicity: 1

---

(3)
Here is one molecule with the formula C22H26N4O3 from OMol25. Energies are from the ωB97M-V functional and the def2-TZVPD basis.

Atoms and positions in Å:
O  -2.25  -0.49  0.68
C  -2.63  -1.23  -0.19
C  -4.04  -1.25  -0.76
C  -4.88  -0.17  -0.14
C  -5.90  -0.48  0.75
C  -6.65  0.53  1.33
C  -6.39  1.86  1.03
C  -5.37  2.17  0.14
C  -4.62  1.16  -0.44
N  -1.81  -2.14  -0.82
C  -0.49  -2.41  -0.43
C  0.08  -3.61  -0.04
C  1.42  -3.30  0.19
N  1.65  -2.02  -0.04
N  0.50  -1.48  -0.43
C  0.42  -0.08  -0.79
C  0.59  0.81  0.44
C  0.56  2.28  0.01
N  1.50  2.63  -1.03
C  2.83  3.01  -0.58
C  3.56  2.03  0.29
C  3.74  2.00  1.64
C  4.46  0.81  1.92
C  4.67  0.20  0.72
C  5.26  -1.12  0.35
O  4.48  -2.20  0.81
O  4.13  0.94  -0.28
C  1.41  1.75  -2.17
C  1.48  0.25  -1.84
H  -4.48  -2.24  -0.56
H  -3.98  -1.12  -1.84
H  -6.11  -1.51  1.00
H  -7.44  0.28  2.02
H  -6.97  2.64  1.48
H  -5.16  3.20  -0.09
H  -3.83  1.41  -1.13
H  -2.24  -2.84  -1.40
H  -0.41  -4.55  0.06
H  2.21  -3.95  0.51
H  -0.58  0.08  -1.22
H  1.54  0.57  0.92
H  -0.22  0.62  1.14
H  -0.44  2.51  -0.38
H  0.74  2.92  0.87
H  2.73  3.94  -0.02
H  3.43  3.21  -1.48
H  3.41  2.73  2.35
H  4.77  0.45  2.88
H  6.24  -1.24  0.83
H  5.39  -1.16  -0.74
H  3.57  -2.07  0.51
H  0.44  1.95  -2.64
H  2.19  2.01  -2.88
H  1.32  -0.33  -2.74
H  2.46  0.00  -1.44

Calculated values
* F_max: 0.93 eV Å⁻¹
* HOMO: -8.024 eV
* structure (SMILES): O=C(Cc1ccccc1)Nc1ccnn1C1CCN(Cc2ccc(CO)o2)CC1
* energy above the lowest of the compared OMol25 structures with the same formula, charge and spin: 307.3 kJ/mol
* spin multiplicity: 1

---

(4)
Here is one molecule with the formula CH8N2O2Si in a non-equilibrium geometry from OMol25. Energies are from the ωB97M-V functional and the def2-TZVPD basis.

Atoms and positions in Å:
C  0.43  1.29  -1.42
Si  0.33  -0.29  -0.30
O  0.14  -0.06  1.35
N  1.07  0.57  2.14
O  -0.93  -1.39  -0.72
N  -2.26  -1.21  -0.30
H  -0.33  2.05  -1.16
H  1.44  1.74  -1.49
H  0.17  0.92  -2.42
H  1.55  -0.98  -0.37
H  1.25  -0.13  2.93
H  2.00  0.65  1.62
H  -2.70  -2.09  -0.58
H  -2.16  -1.07  0.72

Calculated values
* F_max: 3.01 eV Å⁻¹
* HOMO: -8.908 eV
* structure (SMILES): C[SiH](ON)ON
* energy above the lowest of the compared OMol25 structures with the same formula, charge and spin: 0.0 kJ/mol
* spin multiplicity: 1

---

(5)
Here is C23H19B3F6HgNO31S2 as an isolated structure in a non-equilibrium geometry from OMol25. Energies are from the ωB97M-V functional and the def2-TZVPD basis.

Atoms and positions in Å:
Hg  -0.40  1.36  0.28
O  -3.01  -1.66  -7.22
C  -2.72  -0.63  -6.59
O  -1.93  -0.37  -5.54
B  -1.87  1.03  -5.34
O  -2.64  1.63  -6.34
C  -3.20  0.80  -7.02
O  -3.95  1.12  -7.87
O  -0.41  1.54  -5.37
C  0.09  1.72  -4.14
O  1.29  1.91  -3.88
C  -1.10  1.49  -3.23
O  -2.21  1.32  -3.93
O  -1.05  1.58  -2.01
O  1.34  -6.46  -3.16
C  1.82  -5.48  -2.49
O  1.62  -4.22  -2.71
B  2.32  -3.42  -1.72
O  3.12  -4.34  -0.92
C  2.98  -5.57  -1.50
O  3.41  -6.63  -1.06
O  3.11  -2.35  -2.44
C  2.57  -1.14  -2.27
O  2.92  -0.02  -2.69
C  1.42  -1.41  -1.25
O  1.38  -2.69  -0.92
O  0.71  -0.48  -0.89
O  -1.34  -5.49  -3.83
C  -2.17  -4.72  -3.33
O  -2.23  -4.43  -2.07
B  -3.05  -3.21  -1.89
O  -3.77  -3.15  -3.21
C  -3.15  -3.90  -4.08
O  -3.39  -3.89  -5.27
O  -2.26  -1.99  -1.60
C  -2.63  -1.39  -0.56
O  -2.34  -0.27  -0.17
C  -3.70  -2.26  0.10
O  -4.01  -3.23  -0.76
O  -4.27  -1.92  1.06
C  1.79  5.75  -0.50
F  1.23  6.26  0.56
F  1.70  6.79  -1.38
F  3.10  5.54  -0.41
S  1.03  4.23  -1.30
O  0.47  3.36  -0.27
O  0.06  4.69  -2.22
O  2.14  3.50  -1.98
C  4.19  2.44  1.90
F  5.50  2.09  2.13
F  3.52  2.39  3.02
F  4.12  3.70  1.47
S  3.40  1.25  0.57
O  3.90  -0.09  0.90
O  1.93  1.37  0.62
O  3.77  1.77  -0.77
C  0.06  -1.39  2.02
C  -0.31  -0.63  3.29
C  1.03  -0.65  4.25
C  0.95  0.21  5.48
C  0.78  1.61  4.92
C  -0.37  1.81  3.89
N  -0.54  0.70  2.91
O  -1.75  1.01  2.14
C  -1.70  1.94  4.67
C  -0.08  3.15  3.08
C  -1.49  -1.29  4.06
H  -0.77  -1.59  1.35
H  0.58  -2.32  2.28
H  0.82  -0.90  1.41
H  1.43  -1.66  4.31
H  1.90  -0.22  3.74
H  1.88  0.00  5.99
H  0.23  -0.28  6.14
H  1.73  2.14  4.84
H  0.52  2.23  5.78
H  -2.64  2.05  4.12
H  -1.81  1.01  5.23
H  -1.68  2.72  5.43
H  -0.80  3.26  2.27
H  -0.23  4.03  3.71
H  0.96  3.06  2.76
H  -2.51  -1.03  3.75
H  -1.44  -1.10  5.13
H  -1.49  -2.36  3.84
H  -2.41  0.64  2.73

Calculated values
* F_max: 6.90 eV Å⁻¹
* HOMO: -2.405 eV
* charge: -3
* energy above the lowest of the compared OMol25 structures with the same formula, charge and spin: 350.2 kJ/mol
* spin multiplicity: 1

---

(6)
Here is one molecule with the formula C4H2N2O in a non-equilibrium geometry from OMol25. Energies are from the ωB97M-V functional and the def2-TZVPD basis.

Atoms and positions in Å:
N  -1.88  -3.50  0.03
C  -1.37  -2.51  0.34
C  -0.67  -1.34  0.62
C  0.02  -0.37  0.74
C  1.00  0.74  0.73
N  1.69  0.75  -0.44
O  1.15  1.51  1.65
H  1.53  0.06  -1.16
H  2.43  1.43  -0.56

Calculated values
* F_max: 1.07 eV Å⁻¹
* HOMO: -11.017 eV
* structure (SMILES): N#CC#CC(N)=O
* energy above the lowest of the compared OMol25 structures with the same formula, charge and spin: 74.1 kJ/mol
* spin multiplicity: 1

---

(7)
Here is an isolated ion of composition CH8N4P and charge +1 in a non-equilibrium geometry from OMol25. Energies are from the ωB97M-V functional and the def2-TZVPD basis.

Atoms and positions in Å:
C  0.27  -1.70  -0.22
N  0.84  -2.55  0.29
N  -2.58  -0.46  -0.13
N  1.68  0.55  -0.49
N  2.81  0.05  0.16
P  -0.41  -0.10  -0.42
H  -2.53  -0.91  -1.03
H  -2.81  -0.98  0.68
H  1.78  0.63  -1.52
H  1.63  1.53  -0.27
H  3.12  -0.95  -0.21
H  2.66  -0.03  1.19
H  -0.34  -0.19  1.03
H  -2.93  0.47  -0.11

Calculated values
* F_max: 3.80 eV Å⁻¹
* HOMO: -13.455 eV
* charge: +1
* energy above the lowest of the compared OMol25 structures with the same formula, charge and spin: 355.9 kJ/mol
* spin multiplicity: 1

---

(8)
Here is C4H8NO2 as an isolated structure in a non-equilibrium geometry from OMol25. Energies are from the ωB97M-V functional and the def2-TZVPD basis.

Atoms and positions in Å:
C  -1.01  0.94  -0.87
N  -2.55  -0.97  -0.53
C  -0.79  -0.65  1.20
C  -1.56  -0.24  -0.09
C  2.87  0.22  0.02
O  2.92  0.27  1.27
O  2.53  -0.68  -0.76
H  -1.84  1.26  -1.47
H  -0.55  1.70  -0.22
H  -0.21  0.55  -1.51
H  3.34  1.17  -0.43
H  0.11  -1.17  0.84
H  -1.43  -1.40  1.68
H  -0.47  0.24  1.75
H  -1.37  -1.25  -0.88

Calculated values
* F_max: 1.92 eV Å⁻¹
* HOMO: -4.113 eV
* charge: -1
* energy above the lowest of the compared OMol25 structures with the same formula, charge and spin: 392.4 kJ/mol
* spin multiplicity: 1

---

(9)
Here is a 2-piece molecular cluster, C8H12N2O3 overall in a non-equilibrium geometry from OMol25. Energies are from the ωB97M-V functional and the def2-TZVPD basis.

Atoms and positions in Å:
C  -0.42  2.48  1.17
C  -0.52  1.81  2.52
C  -0.06  1.77  0.10
C  -0.20  0.49  2.67
C  3.08  3.11  -1.92
C  0.34  0.31  0.24
C  -1.33  -0.77  -0.92
C  0.94  -1.59  -1.27
N  0.00  -0.19  1.42
N  0.04  -0.49  -0.86
O  3.07  2.02  -2.20
O  3.05  4.18  -1.54
O  1.98  0.42  0.33
H  -0.56  3.51  1.23
H  -0.87  2.43  3.27
H  0.21  2.15  -0.88
H  -0.39  -0.18  3.47
H  -1.74  -1.66  -0.29
H  -1.70  0.15  -0.53
H  -1.62  -1.04  -1.97
H  0.64  -2.53  -0.83
H  0.85  -1.78  -2.37
H  1.90  -1.47  -0.98
H  0.17  -1.15  1.66
H  2.43  0.60  -0.50

Calculated values
* F_max: 7.46 eV Å⁻¹
* HOMO (alpha / beta): -4.978 / -8.766 eV
* spin multiplicity: 3

---

(10)
Here is C20H40NOP3ReS as an isolated structure in a non-equilibrium geometry from OMol25. Energies are from the ωB97M-V functional and the def2-TZVPD basis.

Atoms and positions in Å:
Re  -0.09  0.14  0.17
P  1.25  1.01  1.88
P  -0.69  2.36  -0.35
P  1.70  -0.08  -1.12
H  -0.85  -4.60  1.45
C  0.22  -4.73  1.29
C  1.17  -4.29  2.12
H  0.89  -3.85  3.08
C  0.64  1.29  3.62
C  2.33  2.54  1.77
C  2.59  -0.19  2.38
C  -2.19  2.61  -1.40
C  -1.18  3.49  1.05
C  0.46  3.52  -1.24
C  2.52  -1.73  -0.75
C  3.20  0.98  -1.17
C  1.28  -0.33  -2.87
H  0.48  -5.18  0.35
H  2.23  -4.28  1.86
H  0.44  0.35  4.14
H  -0.28  1.89  3.63
H  1.37  1.85  4.22
H  1.75  3.42  1.48
H  3.16  2.40  1.06
H  2.77  2.75  2.76
H  2.16  -1.17  2.64
H  3.14  0.17  3.26
H  3.34  -0.34  1.59
H  -2.06  3.52  -2.00
H  -3.07  2.73  -0.75
H  -2.31  1.74  -2.07
H  -1.56  4.44  0.63
H  -0.33  3.78  1.71
H  -2.00  3.04  1.64
H  -0.12  4.40  -1.58
H  0.90  3.01  -2.13
H  1.26  3.92  -0.59
H  3.17  -2.04  -1.56
H  1.79  -2.53  -0.64
H  3.08  -1.72  0.18
H  3.75  0.73  -2.08
H  3.84  0.82  -0.30
H  2.90  2.03  -1.23
H  2.20  -0.38  -3.46
H  0.70  0.53  -3.21
H  0.69  -1.24  -2.99
C  -1.98  -1.48  -1.89
C  -3.01  -0.92  -2.71
C  -3.18  -1.41  -3.99
C  -2.45  -2.52  -4.43
C  -1.58  -3.15  -3.56
C  -1.37  -2.69  -2.30
O  -1.50  -0.76  -0.90
H  0.84  -1.21  0.59
H  -3.53  -0.03  -2.36
H  -3.89  -0.91  -4.65
H  -2.61  -2.92  -5.43
H  -1.06  -4.04  -3.88
H  -0.63  -3.12  -1.63
S  -4.12  0.29  2.79
C  -2.86  -0.57  3.64
C  -1.71  -0.67  2.88
N  -1.81  0.01  1.66
C  -3.02  0.54  1.45
H  -2.98  -0.94  4.64
H  -0.79  -1.20  3.13
H  -3.36  0.93  0.48

Calculated values
* F_max: 8.46 eV Å⁻¹
* HOMO (alpha / beta): -19.708 / -20.551 eV
* charge: +4
* energy above the lowest of the compared OMol25 structures with the same formula, charge and spin: 165.8 kJ/mol
* spin multiplicity: 4

---

(11)
Here is a 2-piece molecular cluster, C18H26N9O6 overall in a non-equilibrium geometry from OMol25. Energies are from the ωB97M-V functional and the def2-TZVPD basis.

Atoms and positions in Å:
O  0.79  -2.91  3.43
O  -1.83  -1.12  -6.46
O  2.19  1.62  3.39
N  -0.99  0.77  1.18
N  -1.17  4.39  0.22
N  -2.24  2.96  -1.32
O  -1.58  1.08  -5.99
O  -4.13  0.14  -4.48
O  -0.69  -0.23  -3.15
C  0.24  -1.82  3.44
C  -2.03  -0.17  -5.72
C  2.86  0.64  3.12
C  -1.59  -0.06  0.36
C  1.54  -2.90  0.49
C  1.56  -1.58  0.14
C  0.63  -2.70  -1.52
C  -1.89  4.17  -0.88
C  -0.82  3.34  0.92
C  -1.89  1.93  -0.56
C  -1.18  2.04  0.60
N  0.94  -3.59  -0.55
N  -0.05  3.64  1.99
N  4.18  0.65  3.34
N  -2.11  0.59  -0.75
N  0.81  -0.71  2.96
N  1.01  -1.47  -1.12
C  -1.17  -1.67  3.99
C  5.14  -0.42  3.08
C  -2.79  -0.40  -4.41
C  -2.80  -0.03  -1.90
C  -2.05  0.25  -3.22
C  2.18  -0.44  0.93
C  2.18  -0.58  2.47
H  -1.21  1.03  -6.89
H  -4.12  1.06  -4.80
H  -0.20  0.14  -3.92
H  -1.65  -1.13  0.52
H  1.93  -3.33  1.40
H  0.14  -2.93  -2.46
H  -2.18  5.03  -1.48
H  0.77  -4.59  -0.57
H  -0.12  4.60  2.29
H  0.09  2.90  2.68
H  4.52  1.50  3.75
H  0.24  0.13  2.96
H  0.82  -0.61  -1.63
H  -1.53  -2.65  4.29
H  -1.82  -1.26  3.22
H  -1.15  -1.01  4.85
H  4.95  -1.27  3.74
H  6.15  -0.06  3.28
H  5.09  -0.75  2.04
H  -2.86  -1.48  -4.24
H  -2.88  -1.11  -1.75
H  -3.81  0.37  -1.96
H  -2.03  1.33  -3.38
H  3.21  -0.32  0.59
H  1.66  0.49  0.67
H  2.75  -1.47  2.75

Calculated values
* F_max: 2.54 eV Å⁻¹
* HOMO: -10.968 eV
* charge: +1
* spin multiplicity: 1

---

(12)
Here is C3O4Y as an isolated structure in a non-equilibrium geometry from OMol25. Energies are from the ωB97M-V functional and the def2-TZVPD basis.

Atoms and positions in Å:
C  2.01  0.77  -0.05
C  1.53  -0.38  -0.04
O  0.73  -1.45  -0.11
O  -1.72  0.45  0.54
Y  0.14  -1.19  1.93
O  -2.65  -0.35  -1.46
C  -2.12  0.11  -0.54
O  2.09  2.04  -0.27

Calculated values
* F_max: 5.74 eV Å⁻¹
* HOMO (alpha / beta): -6.930 / -7.007 eV
* spin multiplicity: 2